[1]
Entry from the OMol25 dataset: the ion C4H9N2S2 with charge +1 (ωB97M-V/def2-TZVPD).

Atoms and positions in Å:
C1 1.54 0.99 -0.18
C2 1.13 0.34 0.91
C3 -0.05 -0.19 -1.49
C4 -1.00 -0.31 1.86
N1 0.75 0.87 -1.33
N2 0.01 -0.49 0.82
S1 0.68 -1.78 -1.68
S2 -1.66 -0.01 -2.13
H1 2.37 1.67 -0.23
H2 1.60 0.52 1.88
H3 -0.56 -0.03 2.82
H4 -1.68 0.49 1.56
H5 -1.57 -1.23 1.99
H6 0.49 1.75 -1.77
H7 0.26 -1.46 0.71
H8 -0.46 -2.41 -1.97
H9 -1.84 1.26 -1.77

Output
* charge: +1
* E_HOMO: -13.4 eV
* frontier orbital gap: 8.945 eV
* LUMO: -4.45 eV

These are the natural (NBO) partial charges, in e, on atoms 1 to 4:
1 C -0.046
2 C -0.024
3 C 0.021
4 C -0.419

[2]
Entry from the OMol25 dataset: a cluster of 2 separate species, C4H9N3 in total (ωB97M-V/def2-TZVPD).

Atoms and positions in Å:
H1 -1.29 -0.32 -1.98
N1 -1.20 0.00 -1.02
C1 -2.11 -0.47 -0.23
N2 -2.08 -0.19 1.08
H2 -2.92 -1.11 -0.58
H3 -2.62 -0.78 1.70
H4 -1.13 0.11 1.40
C2 1.35 0.46 -1.62
C3 0.73 0.17 -0.32
C4 0.79 0.13 0.94
N3 1.71 -0.03 1.94
H5 0.90 1.33 -2.11
H6 1.30 -0.39 -2.32
H7 2.41 0.68 -1.45
H8 1.46 0.28 2.86
H9 2.69 0.13 1.73

Output
* SMILES: [H]/N=C/N.CC#CN
* E_HOMO: -7.3 eV
* frontier orbital gap: 8.223 eV
* LUMO: 0.96 eV

These are the natural (NBO) partial charges, in e, on atoms 1 to 4:
1 H 0.361
2 N -0.676
3 C 0.320
4 N -0.802

[3]
Entry from the OMol25 dataset: an isolated molecule of C4H9N3 (ωB97M-V/def2-TZVPD).

Atoms and positions in Å:
C1 -0.87 0.75 -0.59
C2 1.67 0.14 -0.81
C3 -1.20 -1.22 1.07
N1 -0.45 -0.50 0.06
N2 1.09 -1.09 -1.09
C4 0.41 0.72 0.21
N3 0.64 1.27 1.38
H1 0.53 -1.05 -1.94
H2 0.59 2.28 1.32
H3 -0.95 0.71 -1.68
H4 -1.67 1.30 -0.11
H5 1.79 0.86 -1.62
H6 2.56 0.06 -0.18
H7 -1.54 -0.56 1.87
H8 -2.06 -1.70 0.60
H9 -0.54 -1.98 1.50

Output
* E_HOMO (spin up / spin down): -8.4 / -7.6 eV
* frontier orbital gap (spin up / spin down): 8.621 / 6.639 eV
* LUMO (spin up / spin down): 0.18 / -0.92 eV

These are the natural (NBO) partial charges, in e, on atoms 1 to 4:
1 C -0.301
2 C -0.287
3 C -0.415
4 N -0.313

[4]
Entry from the OMol25 dataset: an isolated molecule of C4H9N3 (ωB97M-V/def2-TZVPD).

Atoms and positions in Å:
H1 -1.39 1.83 -0.13
N1 -0.76 1.63 0.66
C1 -0.11 0.48 0.45
C2 1.08 0.28 1.37
C3 -0.01 -0.08 -0.98
C4 0.60 0.55 -1.98
N2 -0.84 -1.18 -1.03
N3 -0.85 -1.45 0.59
H2 1.71 -0.55 1.05
H3 0.69 0.07 2.37
H4 1.66 1.19 1.45
H5 0.82 0.03 -2.91
H6 1.03 1.53 -1.81
H7 -1.82 -0.96 -1.26
H8 -0.19 -2.16 0.92
H9 -1.61 -1.22 1.24

Output
* SMILES: [H]/N=C(/C)C(=C)NN
* E_HOMO: -8.7 eV
* frontier orbital gap: 9.515 eV
* LUMO: 0.84 eV

These are the natural (NBO) partial charges, in e, on atoms 1 to 4:
1 H 0.321
2 N -0.720
3 C 0.298
4 C -0.661

[5]
Entry from the OMol25 dataset: the ion C4H9N3 with charge +2 (ωB97M-V/def2-TZVPD).

Atoms and positions in Å:
C1 -0.82 -0.60 1.72
N1 -0.14 -0.44 0.70
C2 1.25 -0.48 0.42
C3 1.48 0.31 -0.92
N2 0.15 0.83 -1.20
C4 -0.82 0.36 -0.50
N3 -2.10 0.41 -0.73
H1 -0.52 -1.12 2.62
H2 -1.84 -0.38 1.74
H3 1.46 -1.58 0.40
H4 1.88 -0.13 1.23
H5 2.33 0.99 -0.94
H6 1.69 -0.40 -1.69
H7 -0.07 1.32 -2.10
H8 -2.31 1.29 -1.32
H9 -2.79 -0.26 -0.37

Output
* charge: +2
* SMILES: C=[N+]1CCNC1=[NH2+]
* E_HOMO: -20.3 eV
* frontier orbital gap: 10.298 eV
* LUMO: -9.97 eV

These are the natural (NBO) partial charges, in e, on atoms 1 to 4:
1 C 0.179
2 N -0.239
3 C -0.281
4 C -0.222

[6]
Entry from the OMol25 dataset: the ion C4H9N3 with charge +2 (ωB97M-V/def2-TZVPD).

Atoms and positions in Å:
C1 -0.17 1.32 0.09
C2 -1.23 -1.25 0.49
C3 -1.65 -0.26 -0.51
C4 1.94 -0.02 -0.10
N1 -1.43 1.08 -0.16
N2 0.51 0.19 0.01
N3 -0.34 -0.79 -0.56
H1 0.24 2.30 0.35
H2 -0.96 -1.05 1.53
H3 -1.63 -2.22 0.23
H4 -2.50 -0.43 -1.18
H5 2.44 -0.71 0.74
H6 2.48 0.37 0.79
H7 2.56 0.63 -0.76
H8 -2.18 1.79 -0.20
H9 1.92 -0.94 -0.75

Output
* charge: +2
* E_HOMO: -18.5 eV
* frontier orbital gap: 8.981 eV
* LUMO: -9.51 eV

These are the natural (NBO) partial charges, in e, on atoms 1 to 4:
1 C 0.385
2 C -0.269
3 C 0.062
4 C -0.700

[7]
Entry from the OMol25 dataset: an isolated molecule of C4H9N3O (ωB97M-V/def2-TZVPD).

Atoms and positions in Å:
C1 -0.84 2.26 -0.78
C2 -1.17 0.99 0.00
C3 -2.45 0.96 0.74
N1 -0.41 -0.05 0.00
O1 0.75 0.16 -0.73
C4 1.61 -0.91 -0.76
N2 1.84 -1.82 0.08
N3 1.18 -1.90 1.31
H1 0.11 2.76 -0.44
H2 -0.82 1.93 -1.83
H3 -1.63 3.02 -0.77
H4 -2.53 1.78 1.46
H5 -3.30 1.09 0.07
H6 -2.59 -0.02 1.24
H7 2.19 -0.91 -1.68
H8 1.24 -2.87 1.61
H9 0.24 -1.47 1.29

Output
* SMILES: CC(C)=NO/C=N\N
* E_HOMO: -8.3 eV
* frontier orbital gap: 9.213 eV
* LUMO: 0.87 eV

These are the natural (NBO) partial charges, in e, on atoms 1 to 4:
1 C -0.692
2 C 0.263
3 C -0.650
4 N -0.178

[8]
Entry from the OMol25 dataset: an isolated molecule of C4H9N3O (ωB97M-V/def2-TZVPD).

Atoms and positions in Å:
H1 1.57 -1.47 -0.05
N1 2.45 -1.10 0.37
C1 2.26 0.18 0.50
C2 0.97 0.91 0.14
O1 0.63 1.65 1.31
N2 -0.14 -0.03 -0.19
N3 0.09 -0.97 -1.24
C3 -1.46 0.33 0.00
C4 -2.55 -0.45 0.03
H2 3.09 0.79 0.89
H3 1.16 1.61 -0.68
H4 0.24 0.97 1.89
H5 -0.57 -1.75 -1.17
H6 -0.12 -0.53 -2.14
H7 -1.59 1.40 0.20
H8 -3.53 -0.02 0.22
H9 -2.49 -1.52 -0.09

Output
* SMILES: [H]/N=C\[C@H](O)N(N)C=C
* E_HOMO: -8.7 eV
* frontier orbital gap: 9.525 eV
* LUMO: 0.82 eV

These are the natural (NBO) partial charges, in e, on atoms 1 to 4:
1 H 0.355
2 N -0.576
3 C 0.075
4 C 0.188

[9]
Entry from the OMol25 dataset: an isolated molecule of C4H9N3O (ωB97M-V/def2-TZVPD).

Atoms and positions in Å:
N1 2.90 -0.11 -0.24
N2 1.75 0.65 -0.07
C1 0.57 0.15 -0.21
C2 -0.03 -1.22 0.10
C3 -1.56 -0.91 -0.36
C4 -1.79 0.45 0.12
N3 -0.47 1.04 -0.18
O1 -0.21 2.44 -0.22
H1 3.60 0.40 0.37
H2 2.92 -1.05 0.10
H3 0.37 -2.00 -0.62
H4 -0.03 -1.49 1.14
H5 -1.69 -0.92 -1.41
H6 -2.24 -1.65 0.08
H7 -2.55 0.98 -0.39
H8 -1.94 0.63 1.25
H9 0.39 2.63 0.53

Output
* SMILES: N/N=C1\CCCN1O
* E_HOMO: -7.3 eV
* frontier orbital gap: 8.328 eV
* LUMO: 0.99 eV

These are the natural (NBO) partial charges, in e, on atoms 1 to 4:
1 N -0.649
2 N -0.368
3 C 0.337
4 C -0.466

[10]
Entry from the OMol25 dataset: a cluster of 2 separate species, C4H9N3O in total (ωB97M-V/def2-TZVPD).

Atoms and positions in Å:
C1 0.80 -1.26 1.00
C2 0.33 -0.12 0.14
N1 0.33 -0.44 -1.26
C3 0.56 1.18 0.54
N2 0.70 2.23 -0.32
H1 1.70 -1.74 0.62
H2 1.00 -0.93 2.02
H3 0.03 -2.04 1.03
H4 0.83 -1.29 -1.51
H5 -0.06 0.19 -1.94
H6 0.93 1.36 1.53
H7 1.29 3.00 -0.02
H8 0.75 1.99 -1.30
N3 -2.35 -0.94 -0.74
C4 -2.39 -0.37 0.34
O1 -2.95 0.27 1.18
H9 -1.51 -1.09 -1.29

Output
* SMILES: C/C(N)=C/N.N=C=O
* E_HOMO: -7.5 eV
* frontier orbital gap: 8.188 eV
* LUMO: 0.73 eV

These are the natural (NBO) partial charges, in e, on atoms 1 to 4:
1 C -0.633
2 C 0.029
3 N -0.901
4 C -0.003

We obtain max |F| values of 0.52 1.36 1.72 4.93 5.34 4.07 1.43 2.85 4.36 3.36 eV Å⁻¹ for the records listed above, in that order.